No. 1
Density functional theory data (ωB97M-V with the def2-TZVPD basis set) for C28H22ClF6N4O4PPdS as an isolated structure.

Values from the calculation:
⟨S²⟩: 8.83
Net charge: +1
Energy relative to the best compared isomer or geometry (same formula, charge and spin) (kcal/mol): 0.0
Multiplicity: 6
Largest force on an atom (eV/Å): 0.75

The geometry in XYZ format:
```
68
Properties=species:S:1:pos:R:3:lowdin_spin:R:1
Pd -0.532 -0.167 -0.127 0.6766
S -1.127 -0.374 2.065 0.7142
C -0.280 1.037 2.724 0.1487
N -0.222 0.964 4.085 0.3550
N 0.318 1.969 4.749 0.3165
C 0.218 3.360 4.571 0.0094
C -0.791 3.943 3.814 0.0528
C -0.829 5.321 3.693 -0.0031
C 0.119 6.115 4.328 0.0628
C 1.101 5.525 5.112 -0.0057
C 1.151 4.148 5.242 0.0557
N 0.267 1.942 1.994 0.2442
N 0.308 1.731 0.637 0.5371
C 1.061 2.654 -0.003 0.0949
C 1.695 3.727 0.699 0.1376
C 2.476 4.615 0.006 0.0024
C 2.651 4.482 -1.376 0.1948
C 2.018 3.449 -2.072 -0.0002
C 1.228 2.544 -1.411 0.1318
H 0.769 1.661 5.602 0.0043
H -1.550 3.327 3.357 0.0052
H -1.613 5.784 3.108 -0.0014
H 0.082 7.191 4.225 0.0034
H 1.830 6.137 5.625 -0.0017
H 1.917 3.681 5.848 0.0023
H 1.544 3.824 1.761 0.0069
H 2.962 5.425 0.533 -0.0031
H 3.275 5.186 -1.909 0.0097
H 2.151 3.353 -3.141 -0.0035
H 0.740 1.742 -1.945 0.0050
O 0.066 -0.040 -4.345 0.0464
C -0.202 -0.562 -3.278 0.0123
O -0.396 0.091 -2.192 0.0050
C -0.258 -2.087 -3.267 0.1386
C 0.308 -2.724 -4.438 0.1503
C 0.457 -4.082 -4.569 -0.0008
C 0.023 -4.818 -3.477 0.1697
O 0.073 -6.125 -3.285 0.1458
C -0.489 -6.404 -1.993 0.0089
O -0.891 -5.139 -1.458 0.1511
C -0.573 -4.203 -2.336 0.1744
C -0.739 -2.833 -2.223 0.0067
H 0.649 -2.050 -5.210 0.0046
H 0.903 -4.546 -5.435 -0.0030
H 0.276 -6.841 -1.353 0.0104
H -1.364 -7.041 -2.114 0.0102
H -1.162 -2.411 -1.324 0.0057
F 1.731 -0.780 0.931 0.0076
P 1.937 -2.266 0.247 0.0015
F 1.990 -3.693 -0.480 0.0017
F 1.507 -1.565 -1.165 0.0017
F 0.296 -2.509 0.521 0.0238
F 3.461 -1.964 -0.046 0.0001
F 2.241 -2.897 1.668 0.0008
Cl -3.917 -1.535 0.273 0.0110
C -3.964 0.010 1.068 0.0507
C -4.847 0.185 2.119 -0.0024
C -4.904 1.413 2.758 0.0267
C -4.084 2.459 2.341 0.0021
C -3.207 2.268 1.290 0.0236
C -3.127 1.038 0.626 0.0505
C -2.242 0.870 -0.535 0.0074
H -5.483 -0.633 2.425 -0.0008
H -5.594 1.555 3.578 0.0015
H -4.141 3.420 2.834 -0.0003
H -2.571 3.078 0.952 0.0007
H -1.825 1.794 -0.924 -0.0010
H -2.660 0.250 -1.324 0.0041
```

No. 2
Density functional theory data (ωB97M-V with the def2-TZVPD basis set) for C28H23BCl2N10O4SeY as an isolated structure in a non-equilibrium geometry.

Values from the calculation:
Energy (Ha): -5314.6969
Net charge: -1
Largest force on an atom (eV/Å): 1.72

The geometry in XYZ format:
```
70
Properties=species:S:1:pos:R:3:nbo_charge:R:1
Y -0.007 0.073 -0.016 1.8746
C 4.077 1.294 -1.577 -0.3537
C 3.138 0.339 -1.177 0.0147
N 1.958 0.909 -0.971 -0.3806
N 2.105 2.221 -1.230 -0.3080
C 3.370 2.478 -1.600 -0.0094
B 0.909 3.181 -1.139 0.5506
N 0.370 3.221 0.313 -0.3015
C 0.521 4.205 1.210 -0.0045
C -0.159 3.857 2.361 -0.3372
C -0.711 2.610 2.067 -0.0112
N -0.386 2.235 0.832 -0.3966
N -0.207 2.628 -2.053 -0.3146
C -0.900 3.294 -2.989 -0.0034
C -1.730 2.400 -3.635 -0.3700
C -1.486 1.178 -2.999 -0.0178
N -0.568 1.325 -2.047 -0.3785
H 5.112 1.133 -1.822 0.2242
H 3.267 -0.717 -1.012 0.2235
H 3.688 3.478 -1.843 0.2138
H 1.231 4.279 -1.487 -0.0403
H 1.104 5.082 0.983 0.2171
H -0.233 4.415 3.277 0.2280
H -1.326 1.979 2.690 0.2228
H -0.746 4.349 -3.144 0.2153
H -2.417 2.596 -4.440 0.2258
H -1.919 0.209 -3.194 0.2543
C -13.265 -2.746 2.052 -0.2510
O -12.388 -3.533 2.827 -0.4958
C -11.047 -3.348 2.639 0.2807
C -10.202 -4.061 3.485 -0.2651
C -8.834 -3.939 3.359 -0.1685
C -8.269 -3.095 2.400 0.0474
C -9.126 -2.396 1.547 -0.2003
C -10.500 -2.520 1.663 -0.2664
N -6.868 -3.037 2.355 -0.2191
N -6.409 -2.109 1.649 -0.1701
C -5.041 -1.990 1.580 -0.0197
C -4.129 -2.846 2.200 -0.1272
C -2.764 -2.667 2.096 -0.3176
C -2.220 -1.611 1.351 0.4240
O -0.957 -1.403 1.249 -0.8084
C -3.143 -0.702 0.709 0.0613
N -2.587 0.341 0.043 -0.4759
C -3.387 1.233 -0.494 0.0745
C -4.784 1.128 -0.453 -0.2682
C -5.360 0.065 0.190 -0.1361
C -4.537 -0.888 0.822 0.0241
H -14.268 -2.976 2.402 0.1943
H -13.192 -2.989 0.988 0.1734
H -13.072 -1.678 2.190 0.1755
H -10.642 -4.705 4.235 0.2197
H -8.164 -4.487 4.009 0.2216
H -8.695 -1.760 0.787 0.2262
H -11.139 -1.974 0.982 0.2066
H -4.533 -3.665 2.781 0.2281
H -2.073 -3.337 2.591 0.2285
H -2.919 2.078 -0.986 0.2083
H -5.385 1.890 -0.930 0.2152
H -6.432 -0.057 0.237 0.2280
Cl 0.872 -2.066 4.357 -0.0222
C 0.601 -0.408 3.795 -0.3046
Cl 0.410 0.697 5.169 -0.0396
C 1.795 0.039 2.884 0.7821
O 2.870 0.242 3.408 -0.6342
O 1.487 0.127 1.647 -0.8397
H -0.329 -0.416 3.243 0.2317
Se 0.563 -2.175 -1.438 -0.2344
C -0.997 -2.164 -2.348 0.0433
N -1.998 -2.158 -2.932 -0.4682
```